[1]
C36H45BIrN9OTe | ωB97M-V/def2-TZVPD

CARTESIAN COORDINATES (ANGSTROEM)
Ir: 0.82666 -0.35603 -0.58821
C: -1.30903 0.34808 -3.20686
C: 0.15239 0.30038 -3.45380
C: 0.85349 0.63733 -4.59892
C: 2.18804 0.40656 -4.30691
N: 2.27663 -0.06635 -3.06640
N: 1.03614 -0.14199 -2.53576
B: 3.48745 -0.52712 -2.20737
N: 3.56093 0.49760 -1.04069
C: 4.45828 1.41599 -0.69715
C: 4.03025 2.03748 0.46722
C: 2.82367 1.45199 0.79168
C: 2.01800 1.74740 2.01017
N: 2.54604 0.50019 -0.13200
N: 3.10110 -1.89516 -1.57804
C: 3.75626 -3.06286 -1.61968
C: 3.02025 -4.00566 -0.93368
C: 1.89331 -3.33177 -0.46723
C: 0.76248 -3.85437 0.34421
N: 1.96055 -2.05292 -0.86122
N: 4.71364 -0.64570 -3.04058
C: 4.86168 -1.40432 -4.16315
C: 6.13351 -1.21802 -4.62551
C: 6.72106 -0.30595 -3.71499
C: 8.10330 0.25306 -3.74257
N: 5.86179 0.03099 -2.77163
H: -1.83536 0.49398 -4.14768
H: -1.54517 1.17681 -2.54253
H: -1.67956 -0.57582 -2.75557
H: 0.44054 0.98863 -5.52836
H: 3.07604 0.51606 -4.90814
H: 5.35838 1.50620 -1.28387
H: 4.55260 2.78962 1.03240
H: 2.65093 2.27552 2.72008
H: 1.66661 0.83915 2.49777
H: 1.17055 2.40102 1.79886
H: 4.69868 -3.14082 -2.13600
H: 3.26484 -5.04261 -0.78254
H: 0.83191 -4.93638 0.42901
H: -0.20043 -3.61445 -0.11187
H: 0.78766 -3.44570 1.35493
H: 4.05757 -2.02079 -4.53698
H: 6.58793 -1.66956 -5.49064
H: 8.66657 -0.16462 -4.57431
H: 8.63449 0.02017 -2.82027
H: 8.08322 1.33661 -3.85693
C: -0.62560 3.81995 -0.03570
C: 0.01768 2.63835 -0.70685
O: 0.82428 2.74660 -1.60353
N: -0.32678 1.35760 -0.31865
Te: -1.14872 0.61380 1.34257
C: -2.22592 1.11541 3.17206
C: -1.61433 0.60872 4.32212
C: -0.31595 -0.14286 4.45614
C: -2.34139 0.79101 5.50314
C: -3.53890 1.47951 5.55667
C: -4.26962 1.67542 6.85004
C: -4.05281 2.00779 4.37232
C: -3.40421 1.86758 3.15635
C: -4.00763 2.45662 1.92664
C: -2.71474 -0.45618 0.40205
C: -3.57660 0.08469 -0.55954
C: -3.57849 1.50806 -1.04762
C: -4.53333 -0.76148 -1.11778
C: -4.66456 -2.09017 -0.74297
C: -5.70261 -2.97809 -1.36014
C: -3.81683 -2.57767 0.24915
C: -2.85345 -1.78376 0.85082
C: -2.07417 -2.34569 2.00833
H: -0.54818 4.67072 -0.70778
H: -0.08812 4.07159 0.88177
H: -1.66998 3.65139 0.22034
H: 0.20504 -0.31202 3.52139
H: -0.50664 -1.11748 4.90679
H: 0.35277 0.39858 5.12556
H: -1.92525 0.37660 6.41491
H: -3.74516 1.21143 7.68223
H: -5.27072 1.24598 6.79255
H: -4.38481 2.73856 7.06509
H: -4.98724 2.55621 4.39841
H: -4.90054 3.02428 2.17720
H: -4.29788 1.66828 1.23540
H: -3.31927 3.13432 1.42012
H: -2.77510 2.11258 -0.63451
H: -4.52363 1.99099 -0.79650
H: -3.49632 1.54191 -2.13306
H: -5.20262 -0.35624 -1.86879
H: -6.30418 -2.44128 -2.09060
H: -6.36974 -3.37798 -0.59556
H: -5.23570 -3.82812 -1.85972
H: -3.93051 -3.60170 0.58709
H: -2.29968 -3.40200 2.13947
H: -2.34000 -1.83887 2.94063
H: -0.99772 -2.24479 1.88363

Values from the calculation:
Lowest unoccupied orbital energy in eV: -7.05
Gap between HOMO and LUMO in eV: 6.42
E in Ha: -2363.5904
Net charge: +2
Max |F| in eV Å⁻¹: 1.56
HOMO in eV: -13.465

[2]
C5H11N | ωB97M-V/def2-TZVPD

CARTESIAN COORDINATES (ANGSTROEM)
C: -1.86773 1.04742 -0.21348
C: -1.45222 -0.40457 -0.43976
N: -0.18021 -0.64617 0.16340
C: 0.71680 -1.49643 0.81732
C: 0.98256 -0.01077 0.60894
C: 1.99292 0.44694 -0.42833
H: -2.72502 1.30982 -0.84193
H: -2.12768 1.23269 0.83415
H: -1.03889 1.71533 -0.47628
H: -2.20320 -1.08672 -0.01761
H: -1.41894 -0.60364 -1.52432
H: 0.49169 -1.86608 1.82495
H: 1.32823 -2.18335 0.21998
H: 0.90984 0.63366 1.49710
H: 2.90189 0.84802 0.03254
H: 1.55481 1.22780 -1.06284
H: 2.27441 -0.38740 -1.08085

Values from the calculation:
Lowest unoccupied orbital energy in eV: 1.13
Gap between HOMO and LUMO in eV: 9.04
E in Ha: -251.7908
Max |F| in eV Å⁻¹: 0.28
HOMO in eV: -7.913

[3]
C6H6 | ωB97M-V/def2-TZVPD

CARTESIAN COORDINATES (ANGSTROEM)
C: -0.29737 -0.45937 -3.06273
C: -0.22351 -0.36739 -1.81760
C: 0.22924 -1.35043 0.56016
C: -0.55402 0.14007 -0.64671
C: -0.47654 -0.08366 0.83446
C: 0.40004 0.91984 1.57880
H: -0.35073 -0.72549 -4.07549
H: 1.17758 -1.36855 0.14154
H: -1.59379 -0.10518 1.12683
H: 0.94520 0.37283 2.24990
H: -0.30794 1.62474 2.14331
H: 1.05182 1.40258 0.96751

Values from the calculation:
Lowest unoccupied orbital energy (spin up / spin down) in eV: -1.42 / -0.70
Gap between HOMO and LUMO (spin up / spin down) in eV: 6.21 / 7.35
E in Ha: -231.8700
Max |F| in eV Å⁻¹: 4.88
HOMO (spin up / spin down) in eV: -7.625 / -8.049

[4]
C16H32N3O2 | ωB97M-V/def2-TZVPD

CARTESIAN COORDINATES (ANGSTROEM)
C: -4.80694 1.09271 0.21492
C: -3.68956 0.17519 -0.25571
N: -2.69590 -0.23753 0.77901
C: -1.37576 -0.39998 0.11767
C: -0.38592 -1.09269 1.03786
C: 1.11771 -0.81960 0.80040
C: 1.83458 -1.44163 2.03350
N: 3.25832 -1.15335 2.18902
C: 1.41470 0.68250 0.70757
C: 1.54007 1.29368 -0.71292
C: 3.01569 1.60428 -1.01536
C: 0.78746 2.63306 -0.72491
N: 0.96206 0.41982 -1.75600
O: 0.83348 0.96218 -2.90215
C: 1.37710 -1.00182 -1.81571
C: 2.62036 -1.20156 -2.69632
C: 0.20152 -1.77184 -2.50201
C: 1.66591 -1.58295 -0.41601
C: -2.59368 0.71108 1.84180
C: -3.48198 0.46467 3.03764
O: -1.77761 1.61974 1.85578
H: -5.55849 1.15365 -0.57127
H: -5.30909 0.71196 1.10010
H: -4.44683 2.10308 0.40021
H: -3.16320 0.65917 -1.08202
H: -4.12564 -0.73855 -0.66067
H: -1.03630 0.57752 -0.21854
H: -1.56708 -0.99757 -0.76947
H: -0.58125 -0.78349 2.06582
H: -0.54317 -2.17151 0.98357
H: 1.29274 -1.19644 2.94518
H: 1.73229 -2.52606 1.91299
H: 3.40522 -0.47063 2.91636
H: 3.66399 -0.77708 1.34455
H: 0.60314 1.19829 1.22367
H: 2.32035 0.94572 1.24585
H: 3.11160 2.16000 -1.94476
H: 3.64467 0.71747 -1.00925
H: 3.37376 2.25024 -0.21390
H: 0.74639 3.05593 -1.72308
H: 1.35352 3.32463 -0.09863
H: -0.19813 2.54769 -0.27367
H: 3.55173 -1.01890 -2.16482
H: 2.64459 -2.24820 -2.99878
H: 2.57962 -0.60127 -3.60066
H: 0.51352 -2.23842 -3.42991
H: -0.20462 -2.54338 -1.85092
H: -0.61167 -1.08143 -2.71501
H: 2.74994 -1.66601 -0.30958
H: 1.29620 -2.60512 -0.34359
H: -4.40821 -0.03120 2.77142
H: -3.71826 1.43797 3.46704
H: -2.93293 -0.10403 3.78371

Values from the calculation:
Lowest unoccupied orbital energy (spin up / spin down) in eV: 0.75 / 0.57
Gap between HOMO and LUMO (spin up / spin down) in eV: 8.85 / 9.83
E in Ha: -943.5182
Multiplicity: 2
Max |F| in eV Å⁻¹: 1.25
HOMO (spin up / spin down) in eV: -8.103 / -9.264

[5]
C7H10N3P2 | ωB97M-V/def2-TZVPD

CARTESIAN COORDINATES (ANGSTROEM)
C: 2.83832 -1.42318 0.31414
C: 2.30320 -0.57611 1.29933
C: 2.07016 -1.52936 -0.88580
C: 1.14292 0.17523 1.07809
C: 0.95252 -0.78375 -1.12671
C: 0.50426 0.02891 -0.13193
C: -0.89673 0.59246 -0.32012
N: -3.49326 -1.97714 0.39185
N: -1.18499 1.84695 -0.46752
N: -1.86665 -0.29790 -0.21084
P: -3.55529 -0.43190 0.18114
P: 0.10293 3.12927 -0.63392
H: 3.61214 -2.13255 0.50143
H: 2.79803 -0.58297 2.25207
H: 2.47214 -2.23755 -1.56475
H: 0.66114 0.76446 1.77673
H: 0.26647 -0.84220 -2.06596
H: -4.46628 -2.15232 0.73222
H: -2.09268 2.10575 -0.32227
H: -1.40618 -1.23126 -0.36014
H: -0.70145 4.03558 -1.11271
H: -0.06072 3.51957 0.67567

Values from the calculation:
Lowest unoccupied orbital energy in eV: -4.45
Gap between HOMO and LUMO in eV: 8.73
E in Ha: -1119.4381
Net charge: +1
Max |F| in eV Å⁻¹: 3.85
HOMO in eV: -13.178

Result set for ΔE to the lowest compared entry with this formula, charge and spin: 14.0; 45.0; 223.6; 0.0; 11.3 kcal per mole, one per record in the order listed.